{"formula": "C17H14F3NO6S2Tc", "method": "ωB97M-V with the def2-TZVPD basis set", "e_tot_ha": -2339.1792, "orbital_gap_ev": [7.48, 6.83], "spin_multiplicity": 4, "e_lumo_ev": [-1.01, -2.00], "e_above_lowest_kj_mol": 43.3, "s2": 3.78, "charge": 0, "e_homo_ev": [-8.491, -8.828], "symbols": ["Tc", "C", "C", "C", "C", "C", "C", "C", "S", "O", "O", "N", "C", "C", "O", "O", "H", "H", "H", "H", "H", "H", "H", "H", "H", "O", "C", "O", "C", "C", "C", "C", "S", "C", "C", "H", "H", "H", "H", "H", "F", "C", "F", "F"], "positions_angstrom": [[-0.863166, 1.575932, -1.131409], [-3.267166, -3.673768, 4.304391], [-2.564966, -2.581368, 3.561991], [-1.274266, -2.754868, 3.069391], [-0.621966, -1.719768, 2.424191], [-1.270766, -0.509868, 2.266491], [-2.562366, -0.319768, 2.715491], [-3.201366, -1.358768, 3.365591], [-0.417866, 0.749632, 1.352691], [0.670834, 1.306132, 2.094491], [-0.032166, 0.065232, 0.076691], [-1.439466, 1.829632, 0.743991], [-1.714066, 3.174132, 1.135291], [-1.666666, 4.081932, -0.137309], [-1.896966, 5.261232, -0.052409], [-1.356166, 3.467732, -1.237209], [-2.644666, -4.559968, 4.394091], [-4.191566, -3.946968, 3.797491], [-3.533066, -3.331868, 5.304691], [-0.776966, -3.703768, 3.189291], [0.379634, -1.838568, 2.043391], [-3.053866, 0.627732, 2.559191], [-4.210166, -1.223168, 3.725391], [-0.997666, 3.553232, 1.871891], [-2.721266, 3.258632, 1.561491], [6.806134, -0.411268, -3.643509], [5.906734, -0.894668, -2.769309], [6.229234, -1.689268, -1.929609], [4.513834, -0.372368, -2.901909], [3.981634, 0.077732, -4.111409], [2.680434, 0.532132, -4.175709], [1.892534, 0.571532, -3.023809], [0.237534, 1.132532, -3.160509], [2.418034, 0.111432, -1.816509], [3.707834, -0.370968, -1.762709], [6.428734, 0.270732, -4.215609], [4.564834, 0.040132, -5.022609], [2.254634, 0.853132, -5.112309], [1.806634, 0.103732, -0.928809], [4.121334, -0.751568, -0.839409], [-2.846766, -0.362768, -1.662209], [-2.728666, 0.973832, -1.803209], [-3.045666, 1.249532, -3.072809], [-3.700866, 1.507732, -1.047309]], "forces_ev_per_angstrom": [[0.09, 0.31, -2.21], [-0.07, -0.04, 0.02], [0.07, 0.08, -0.05], [-0.06, 0.20, 0.01], [0.17, -0.07, 0.04], [0.11, 0.43, -0.38], [-0.08, 0.18, 0.03], [0.09, 0.02, 0.01], [-0.40, 0.37, 1.16], [-0.23, -0.21, 0.11], [0.07, -0.23, -0.27], [0.45, -1.43, 0.58], [-0.26, 1.10, 0.31], [-0.49, 1.04, 2.05], [0.06, -0.51, -0.10], [0.51, -1.10, -1.47], [0.01, -0.05, 0.01], [-0.05, -0.06, -0.01], [-0.01, -0.05, 0.04], [0.08, -0.12, 0.05], [0.14, -0.14, -0.04], [-0.13, 0.08, -0.05], [-0.10, 0.04, 0.05], [-0.05, 0.03, -0.13], [0.18, 0.05, -0.06], [0.38, 0.01, -0.26], [-0.31, -0.06, 0.20], [0.09, 0.15, -0.15], [-0.27, 0.05, 0.00], [0.20, -0.11, 0.27], [-0.30, 0.10, 0.18], [0.23, -0.27, 0.29], [-0.52, 0.37, -0.06], [0.06, -0.01, -0.09], [0.31, 0.00, -0.20], [-0.05, -0.11, 0.20], [0.02, -0.01, -0.06], [-0.02, 0.06, -0.15], [0.12, -0.01, -0.03], [0.01, 0.00, 0.03], [0.34, -0.15, 0.11], [-0.70, -0.45, -0.21], [0.43, 0.22, 0.01], [-0.10, 0.32, 0.23]]}